1.
Here is an isolated molecule of C5H8N2O2 at a distorted geometry from the Open Molecules 2025 dataset. Energies are from ωB97M-V/def2-TZVPD.

ORCA input file:
```
! RIJCOSX wB97M-V def2-TZVPD def2/J DEFGRID3
* xyz 0 3
C -1.794 0.048 -0.304
C 0.193 1.245 0.509
C -0.936 -1.307 0.255
C -0.950 1.160 -0.525
C 1.118 -0.040 0.277
N 0.466 -1.166 0.021
N 2.442 0.050 -0.010
O 3.077 1.127 -0.045
O 2.977 -1.083 -0.242
H -2.474 -0.143 -1.109
H -2.357 0.213 0.545
H 0.865 2.075 0.286
H -0.085 1.348 1.475
H -1.095 -1.587 1.270
H -1.309 -2.114 -0.340
H -1.024 1.843 -1.372
H 0.885 -1.669 -0.693
*
```

energy relative to the best compared isomer or geometry (same formula, charge and spin) = 3.103 eV
<S²> = 2.01
orbital gap (alpha / beta) = 8.20 / 8.72 eV
highest occupied orbital energy (alpha / beta) = -7.553 / -9.752 eV
lowest unoccupied orbital energy (alpha / beta) = 0.64 / -1.03 eV
strongest force on any atom = 0.107 Eh/bohr

2.
Here is a cluster of 2 separate species, C3H10NO in total at a distorted geometry from the Open Molecules 2025 dataset. Energies are from ωB97M-V/def2-TZVPD.

ORCA input file:
```
! RIJCOSX wB97M-V def2-TZVPD def2/J DEFGRID3
* xyz 1 1
C 0.027 2.749 -0.246
C -0.407 1.426 0.401
C -0.822 0.322 -0.181
N -0.539 -1.079 0.276
H 1.126 2.797 -0.229
H -0.626 3.461 0.264
H -0.181 2.689 -1.321
H -0.188 1.573 1.470
H -0.958 0.282 -1.256
H 0.271 -1.004 0.897
H -0.435 -1.867 -0.363
H -1.239 -1.362 0.975
H 1.365 -4.133 -0.027
H 1.455 -2.665 -0.699
O 1.151 -3.191 0.040
*
```

energy relative to the best compared isomer or geometry (same formula, charge and spin) = 1.690 eV
orbital gap = 11.14 eV
highest occupied orbital energy = -14.762 eV
lowest unoccupied orbital energy = -3.62 eV
strongest force on any atom = 0.071 Eh/bohr

3.
Here is a structure of composition C16H34BrO9PSi2 at a distorted geometry from the Open Molecules 2025 dataset. Energies are from ωB97M-V/def2-TZVPD.

ORCA input file:
```
! RIJCOSX wB97M-V def2-TZVPD def2/J DEFGRID3
* xyz 0 1
C -0.088 -1.648 2.427
C 1.378 -1.720 3.160
C 2.231 -0.324 3.158
C 1.352 1.042 3.356
Si 1.581 2.331 1.889
C 0.641 1.578 0.388
C 1.112 2.209 -1.088
O 2.389 2.301 -1.467
Br -0.395 2.897 -2.280
O 0.952 3.847 2.498
Si 0.973 5.134 1.310
C -0.119 6.579 2.066
C 0.218 6.593 3.700
O 1.464 6.435 4.196
P 2.932 5.987 0.849
C 3.311 7.595 1.803
C 4.355 4.720 0.913
H -0.461 -2.770 2.249
H -0.844 -1.097 3.130
H -0.095 -1.145 1.371
H 1.193 -2.135 4.263
H 2.042 -2.527 2.584
H 2.976 -0.387 4.088
H 2.949 -0.212 2.212
H 1.794 1.614 4.305
H 0.215 0.858 3.610
H 3.025 2.371 1.610
H 0.983 0.434 0.329
H -0.534 1.552 0.510
H 0.312 4.707 0.077
H -1.254 6.424 1.832
H 0.269 7.572 1.562
H -0.646 6.778 4.479
H 3.724 7.277 2.861
H 4.170 8.153 1.189
H 2.338 8.237 1.897
H 4.368 4.176 1.973
H 5.418 5.148 0.647
H 4.094 3.878 0.108
C 0.380 -0.332 -2.900
O 0.301 -1.352 -3.894
C -0.892 -1.996 -3.939
O -1.856 -1.773 -3.223
O -0.828 -2.933 -4.920
C -2.023 -3.694 -5.083
H 1.376 0.116 -2.954
H -0.361 0.452 -3.093
H 0.246 -0.756 -1.900
H -2.859 -3.045 -5.363
H -2.253 -4.252 -4.170
H -1.858 -4.411 -5.892
C -4.353 -5.903 -0.547
O -4.435 -7.281 -0.909
C -4.140 -7.535 -2.208
O -3.824 -6.706 -3.048
O -4.256 -8.871 -2.413
C -3.973 -9.288 -3.747
H -4.609 -5.817 0.513
H -3.334 -5.528 -0.687
H -5.069 -5.309 -1.124
H -2.939 -9.047 -4.015
H -4.673 -8.829 -4.452
H -4.097 -10.373 -3.796
*
```

orbital gap = 7.47 eV
highest occupied orbital energy = -7.763 eV
lowest unoccupied orbital energy = -0.30 eV
strongest force on any atom = 0.176 Eh/bohr

4.
Here is an isolated molecule of C16H15N7 from the Open Molecules 2025 dataset. Energies are from ωB97M-V/def2-TZVPD.

ORCA input file:
```
! RIJCOSX wB97M-V def2-TZVPD def2/J DEFGRID3
* xyz 0 1
N -4.602 -1.346 1.800
C -3.494 -1.382 1.497
C -2.132 -1.378 1.165
C -1.636 -2.012 0.038
C -0.285 -1.922 -0.291
C 0.128 -2.651 -1.418
N 0.383 -3.293 -2.338
C 0.552 -1.123 0.539
N 1.869 -0.877 0.296
C 2.418 -0.822 -1.041
C 2.492 0.669 -1.483
N 1.612 1.463 -0.661
C 0.247 1.425 -0.846
C -0.357 0.921 -2.010
C -1.732 0.937 -2.103
C -2.488 1.458 -1.060
C -1.803 1.959 0.030
N -0.488 1.944 0.142
C 2.103 1.522 0.703
C 2.521 0.097 1.152
N 0.078 -0.595 1.666
C -1.197 -0.699 1.994
N -1.576 -0.145 3.163
H -2.300 -2.578 -0.601
H 3.418 -1.268 -1.030
H 1.799 -1.394 -1.727
H 2.244 0.777 -2.538
H 3.503 1.060 -1.337
H 0.224 0.507 -2.817
H -2.215 0.533 -2.981
H -3.565 1.471 -1.096
H -2.327 2.391 0.874
H 1.292 1.903 1.321
H 2.955 2.205 0.748
H 3.598 -0.052 1.047
H 2.227 -0.085 2.183
H -0.913 0.439 3.642
H -2.554 -0.059 3.378
*
```

orbital gap = 8.48 eV
highest occupied orbital energy = -8.265 eV
lowest unoccupied orbital energy = 0.21 eV
strongest force on any atom = 0.018 Eh/bohr
SMILES string = N#Cc1cc(C#N)c(N2CCN(c3ccccn3)CC2)nc1N

5.
Here is a structure of composition H14O7Pt at a distorted geometry from the Open Molecules 2025 dataset. Energies are from ωB97M-V/def2-TZVPD.

ORCA input file:
```
! RIJCOSX wB97M-V def2-TZVPD def2/J DEFGRID3
* xyz 2 3
Pt -0.041 -0.034 0.050
O 0.252 1.615 1.409
H 0.231 1.228 2.284
H -0.032 2.520 1.540
O -0.015 -0.970 -1.916
H 0.174 -0.440 -2.691
H -0.053 -1.868 -2.244
O 0.210 -2.427 0.484
H 0.953 -2.945 0.793
H -0.498 -3.062 0.375
O -1.900 1.062 -0.569
H -2.786 0.914 -0.238
H -1.940 1.923 -0.985
O 0.922 1.558 -1.355
H 1.758 1.891 -1.028
H 0.530 2.301 -1.812
O 2.159 -0.496 0.114
H 2.578 0.363 0.167
H 2.864 -1.091 -0.141
O -1.535 -0.583 1.642
H -1.837 -0.044 2.373
H -1.997 -1.414 1.749
*
```

energy relative to the best compared isomer or geometry (same formula, charge and spin) = 0.767 eV
<S²> = 2.00
orbital gap (alpha / beta) = 10.25 / 9.09 eV
highest occupied orbital energy (alpha / beta) = -17.217 / -17.248 eV
lowest unoccupied orbital energy (alpha / beta) = -6.96 / -8.16 eV
strongest force on any atom = 0.036 Eh/bohr

6.
Here is a structure of composition H2MgO at a distorted geometry from the Open Molecules 2025 dataset. Energies are from ωB97M-V/def2-TZVPD.

ORCA input file:
```
! RIJCOSX wB97M-V def2-TZVPD def2/J DEFGRID3
* xyz 2 1
O -0.227 -0.121 -0.153
H -0.725 -0.682 -0.791
H -0.887 0.115 0.537
Mg 1.838 0.688 0.407
*
```

energy relative to the best compared isomer or geometry (same formula, charge and spin) = 0.512 eV
orbital gap = 9.36 eV
highest occupied orbital energy = -23.626 eV
lowest unoccupied orbital energy = -14.27 eV
strongest force on any atom = 0.037 Eh/bohr

> Which of these has the lowest strongest force on any atom?

C16H15N7

> Among the records above, which one has the highest strongest force on any atom?

C16H34BrO9PSi2

> Which of these has the lowest strongest force on any atom?

C16H15N7